# 1
Formula: C6H9N
Source: the Open Molecules 2025 dataset
Level of theory: ωB97M-V with the def2-TZVPD basis set

Each line ends with the Löwdin charge.
Element x y z (Å)
1 C 1.78850 -1.07653 0.78730  -0.055
2 C 0.62420 -0.37788 0.17455  -0.261
3 C 0.70249 0.83481 -0.36741  -0.072
4 C -0.63496 1.47271 -0.54050  -0.147
5 C -1.62639 0.42670 -0.03781  -0.255
6 N -1.69866 -0.77830 -0.83684  0.054
7 C -0.81414 -0.78369 0.33414  -0.209
8 H 1.56847 -1.20703 1.85380  0.084
9 H 2.66054 -0.41889 0.71361  0.077
10 H 2.02847 -2.05345 0.36013  0.077
11 H 1.60188 1.34447 -0.69779  0.111
12 H -0.72308 1.64720 -1.61776  0.114
13 H -0.68393 2.41009 0.02825  0.116
14 H -2.54081 0.73693 0.46891  0.132
15 H -1.17653 -0.64290 -1.69985  0.100
16 H -1.07603 -1.53424 1.07728  0.135

Computed properties:
SMILES string: CC1=CC[C@H]2N[C@@H]12
Max |F|: 0.80 eV/A
Total charge: 0
Frontier orbital gap: 0.359 Eh

=====

# 2
Formula: C6H9N
Source: the Open Molecules 2025 dataset
Level of theory: ωB97M-V with the def2-TZVPD basis set

Each line ends with the Löwdin charge.
Element x y z (Å)
1 C 1.88347 1.40386 -0.10986  -0.067
2 C 0.33448 0.88673 -0.81401  -0.088
3 N 1.54796 0.16464 -0.71284  -0.141
4 C 0.92709 -0.91598 0.07226  -0.086
5 C -0.44000 -0.22156 -0.05312  -0.342
6 C -1.54059 -0.19697 0.96662  -0.099
7 C -1.77313 -0.89858 -0.33891  -0.081
8 H 1.55956 1.83375 0.82665  0.064
9 H 2.87854 1.77360 -0.45528  0.087
10 H -0.03397 1.52091 -1.61186  0.107
11 H 1.32283 -0.99608 1.08826  0.120
12 H 1.06030 -1.85814 -0.46991  0.115
13 H -2.03724 0.75464 1.12773  0.102
14 H -1.41502 -0.80261 1.86196  0.103
15 H -1.81316 -1.99168 -0.32109  0.105
16 H -2.46111 -0.45652 -1.05662  0.100

Computed properties:
SMILES string: C1[C@H]2N1CC21CC1
Max |F|: 1.51 eV/A
Total charge: 0
Frontier orbital gap: 0.334 Eh

=====

# 3
Formula: C6H9N
Source: the Open Molecules 2025 dataset
Level of theory: ωB97M-V with the def2-TZVPD basis set

Each line ends with the Löwdin charge.
Element x y z (Å)
1 C 1.36251 1.10084 -1.71715  -0.035
2 C 0.78422 0.40387 -0.52900  -0.323
3 C 1.03589 -0.87338 -0.04665  -0.049
4 C 0.33425 -0.99028 1.15423  -0.117
5 C -0.53888 0.07341 1.28336  -0.296
6 C -1.92763 -0.59607 1.12888  -0.072
7 N -0.12560 0.99503 0.29265  0.079
8 H 1.96337 1.96772 -1.42204  0.080
9 H 2.00654 0.41897 -2.28025  0.080
10 H 0.57600 1.45093 -2.39743  0.079
11 H 1.57954 -1.66951 -0.53156  0.099
12 H 0.09372 -1.86877 1.73398  0.108
13 H -2.63211 0.12826 0.73815  0.060
14 H -1.87586 -1.40778 0.36821  0.080
15 H -2.25404 -1.10698 2.04003  0.071
16 H -0.38193 1.97374 0.18461  0.157

Computed properties:
SMILES string: Cc1ccc(C)[nH]1
Max |F|: 0.78 eV/A
Total charge: 0
Frontier orbital gap: 0.312 Eh

=====

# 4
Formula: C6H9N
Source: the Open Molecules 2025 dataset
Level of theory: ωB97M-V with the def2-TZVPD basis set

Each line ends with the Löwdin charge.
Element x y z (Å)
1 C -1.60060 -0.26924 -0.64516  -0.040
2 C -0.17934 -0.07075 -0.11443  -0.528
3 C 0.69446 -1.35053 -0.24876  -0.039
4 C -0.00712 0.40152 1.31011  -0.048
5 C 0.90836 1.37768 1.29550  -0.130
6 N 1.27169 1.77824 -0.02669  0.070
7 C 0.59133 1.02609 -0.80992  -0.132
8 H -2.19095 0.64812 -0.54952  0.086
9 H -2.12827 -1.06898 -0.11269  0.083
10 H -1.57474 -0.54440 -1.70699  0.082
11 H 0.33695 -2.14568 0.41314  0.085
12 H 0.71593 -1.73378 -1.27469  0.083
13 H -0.49922 -0.03176 2.17432  0.113
14 H 1.36454 1.89921 2.13152  0.099
15 H 1.71979 -1.10828 0.05058  0.090
16 H 0.57719 1.19255 -1.88632  0.125

Computed properties:
SMILES string: CC1(C)C=CN=C1
Max |F|: 0.41 eV/A
Total charge: 0
Frontier orbital gap: 0.365 Eh

=====

# 5
Formula: C6H9N2
Source: the Open Molecules 2025 dataset
Level of theory: ωB97M-V with the def2-TZVPD basis set

Each line ends with the Löwdin charge.
Element x y z (Å)
1 C 2.99239 1.01287 -0.23823  0.047
2 C 1.87587 0.50066 0.25312  -0.071
3 C -1.69223 0.73593 0.19068  0.168
4 C 0.49114 0.46265 -0.61910  -0.241
5 C -1.14527 -0.79185 -0.01893  -0.262
6 C -1.87802 -1.94158 0.44455  -0.018
7 N -0.65456 1.37649 -0.18390  0.164
8 N 0.05950 -0.85822 -0.42181  0.156
9 H 3.78447 1.08071 0.45788  0.056
10 H 3.20849 1.30774 -1.34265  0.121
11 H 1.69554 0.04701 1.13760  0.065
12 H -2.59345 0.91169 0.66424  0.133
13 H 0.76903 0.66812 -1.70510  0.186
14 H -1.07158 -2.77087 0.58192  0.149
15 H -2.58348 -1.83174 1.18226  0.060
16 H -2.47206 -2.27326 -0.39607  0.100
17 H -0.78579 2.36366 0.01354  0.185

Computed properties:
SMILES string: C=C[C@H]1N=C(C)C=[NH+]1
Max |F|: 7.54 eV/A
Total charge: +1
Frontier orbital gap: 0.326 Eh

=====

# 6
Formula: C6H9N2O
Source: the Open Molecules 2025 dataset
Level of theory: ωB97M-V with the def2-TZVPD basis set

Each line ends with the Löwdin charge.
Element x y z (Å)
1 C -0.93434 1.20815 0.97020  -0.034
2 C -0.58479 -0.08410 1.55591  -0.043
3 C -1.04402 1.35971 -0.35378  -0.026
4 C -0.01105 -1.08906 0.93704  -0.080
5 C 0.51427 -2.36255 1.36771  -0.267
6 C 0.38661 -0.62946 -0.74565  -0.176
7 N 1.72736 0.04886 -0.70274  0.087
8 N -0.54569 0.37512 -1.33017  0.108
9 O 1.12276 -3.13726 0.70280  0.107
10 H -0.98882 2.03891 1.58891  0.107
11 H -0.91205 -0.09599 2.69622  0.180
12 H -1.60303 2.26709 -0.69523  0.154
13 H 0.14453 -2.61869 2.50264  0.180
14 H 0.36810 -1.42972 -1.41223  0.129
15 H 2.41302 -0.68358 -0.63084  0.094
16 H 1.77688 0.54598 0.20816  0.110
17 H -1.24258 -0.00378 -1.92809  0.178
18 H 0.27686 0.90572 -1.73587  0.193

Computed properties:
SMILES string: N[C@@H]1[NH2+]C=CC=C1C=O
Max |F|: 5.69 eV/A
Total charge: +1
Frontier orbital gap: 0.330 Eh

=====

# 7
Formula: C6H9N2O2
Source: the Open Molecules 2025 dataset
Level of theory: ωB97M-V with the def2-TZVPD basis set

Each line ends with the Löwdin charge.
Element x y z (Å)
1 C -2.00851 2.08650 -2.57486  -0.058
2 C -2.20467 1.74732 -1.06419  -0.752
3 O -3.28639 2.10436 -0.57069  -0.072
4 O -1.17678 1.20732 -0.55557  -0.120
5 H -1.54424 1.22459 -3.04521  0.049
6 H -1.27420 2.90143 -2.66409  0.055
7 H -2.90193 2.50084 -3.03739  0.048
8 C 3.58951 -1.42089 1.57172  -0.077
9 C 0.50440 -1.60542 -0.13118  -0.227
10 C 1.11314 -0.60040 1.69131  -0.098
11 C 2.12534 -1.39719 1.27031  -0.373
12 N 0.07717 -0.68531 0.79306  0.048
13 N 1.70742 -2.03859 0.09534  0.061
14 H -0.71655 -0.01482 0.65894  0.109
15 H -0.09138 -1.84985 -0.99143  0.107
16 H 0.92659 0.06060 2.52398  0.107
17 H 3.77307 -0.85805 2.50513  0.065
18 H 4.14648 -0.86630 0.82104  0.068
19 H 3.95122 -2.41039 1.83927  0.059

Computed properties:
Max |F|: 2.18 eV/A
Total charge: -1
Frontier orbital gap: 0.305 Eh

=====

# 8
Formula: C6H9N2O2
Source: the Open Molecules 2025 dataset
Level of theory: ωB97M-V with the def2-TZVPD basis set

Each line ends with the Löwdin charge.
Element x y z (Å)
1 C -2.38969 -0.14395 2.38359  -0.130
2 C -0.60693 1.36435 -0.33810  -0.318
3 C -1.47099 0.57165 1.46887  -0.412
4 C -0.05796 0.89485 1.78529  -0.185
5 N -1.70915 0.76621 0.11578  0.023
6 N 0.42923 1.28404 0.60205  -0.087
7 H -0.34754 1.80503 -1.27125  0.063
8 H 1.46307 0.63259 -1.23903  0.088
9 H 0.57556 0.83492 2.65321  0.056
10 H -2.35609 -0.46530 3.44121  0.062
11 H -2.73894 -1.10498 2.03224  0.036
12 H -3.30667 0.45228 2.11420  0.066
13 C 2.05060 -1.30709 -1.50388  -0.020
14 C 1.51351 -0.48809 -2.62671  -0.702
15 O 1.57216 0.72842 -2.24181  0.086
16 O 1.13587 -1.02167 -3.61039  0.094
17 H 1.21519 -1.37925 -0.72796  0.113
18 H 2.88076 -0.95057 -1.09419  0.018
19 H 2.14801 -2.47343 -1.94315  0.149

Computed properties:
Max |F|: 8.03 eV/A
Total charge: -1
Frontier orbital gap: 0.247 Eh

=====

# 9
Formula: C6H9N2O2
Source: the Open Molecules 2025 dataset
Level of theory: ωB97M-V with the def2-TZVPD basis set

Each line ends with the Löwdin charge.
Element x y z (Å)
1 C 2.46926 0.43008 -0.22388  -0.320
2 C 2.89707 -0.85038 -0.15691  -0.009
3 C 1.24911 1.05666 -0.18621  0.102
4 C -0.34873 -0.78978 -0.14742  0.002
5 C -0.12348 0.61065 -0.16450  -0.283
6 C -2.85407 -0.93337 -0.07682  -0.061
7 N -1.10122 1.53157 0.03037  0.098
8 N -1.50947 -1.41838 -0.08949  0.002
9 O 3.65307 1.13257 -0.10588  0.038
10 O 3.44987 -1.85790 0.07703  0.272
11 H 1.40852 2.10146 -0.00779  0.140
12 H 0.60439 -1.36834 -0.36092  0.152
13 H -2.91115 0.24289 -0.09075  0.116
14 H -3.35035 -1.21925 -0.92062  0.051
15 H -3.50224 -1.36763 0.86203  0.161
16 H -1.74024 1.29848 0.74001  0.079
17 H -0.77747 2.46355 -0.06922  0.102
18 H -1.50821 -2.43826 0.06925  0.174
19 H 3.99534 1.37537 0.82174  0.182

Computed properties:
Max |F|: 5.33 eV/A
Total charge: +1
Frontier orbital gap (alpha / beta): 0.240 / 0.239 Eh

=====

# 10
Formula: C6H9N2O2
Source: the Open Molecules 2025 dataset
Level of theory: ωB97M-V with the def2-TZVPD basis set

Each line ends with the Löwdin charge.
Element x y z (Å)
1 C -0.66201 -0.10068 -0.14496  0.088
2 C -0.25335 -1.59626 -0.08510  -0.191
3 C -1.96440 -0.60854 -0.10806  0.009
4 C 1.01346 -2.16376 0.14214  -0.001
5 C -0.67348 2.40567 0.32929  -0.057
6 C 0.15380 1.15628 -0.04424  -0.166
7 N -1.48857 -1.99817 -0.09962  0.284
8 N -3.22360 -0.01388 -0.04355  -0.376
9 O -3.34188 1.17074 -0.10487  0.157
10 O -4.10530 -0.78336 0.16876  0.158
11 H 1.26219 -2.25476 1.26080  0.150
12 H 1.94471 -1.59656 -0.25939  0.149
13 H 1.17804 -3.17028 -0.13483  0.081
14 H -1.16728 2.18131 1.21872  0.061
15 H -1.39082 2.60162 -0.51026  0.095
16 H 0.19868 3.10370 0.27431  0.108
17 H 0.92948 1.08050 0.68306  0.122
18 H 0.83278 1.25028 -0.87039  0.134
19 H -1.87432 -2.90880 0.05093  0.193

Computed properties:
Max |F|: 6.11 eV/A
Total charge: +1
Frontier orbital gap (alpha / beta): 0.313 / 0.281 Eh
2S+1: 3

=====

# 11
Formula: C6H9N2O4S
Source: the Open Molecules 2025 dataset
Level of theory: ωB97M-V with the def2-TZVPD basis set

Each line ends with the Löwdin charge.
Element x y z (Å)
1 S -0.93944 2.27735 3.17055  0.440
2 C -0.80449 2.20762 1.44246  -0.614
3 N -1.04650 1.83028 0.13499  0.035
4 C -0.26077 0.59247 -0.24884  -0.280
5 C -0.39084 -0.66189 0.80282  -0.107
6 O 0.51953 -1.73255 0.28522  -0.196
7 C 1.92303 -1.31411 0.60542  -0.158
8 C 2.19374 0.28947 0.38587  -0.123
9 N 1.20708 0.89314 -0.61696  0.048
10 H -0.74177 0.20901 -1.27276  0.138
11 H -1.51422 -1.01717 0.87811  0.156
12 H -0.03824 -0.43465 1.89476  0.102
13 H 2.62307 -1.90105 -0.15620  0.137
14 H 2.09139 -1.67906 1.72981  0.146
15 H 3.29389 0.53115 0.04827  0.133
16 H 2.02230 0.90463 1.39427  0.143
17 H 1.41111 0.41376 -1.54472  0.187
18 H 1.34753 1.93568 -0.74606  0.182
19 C -3.22947 -0.84332 -1.99666  -1.149
20 O -3.35850 -1.01831 -0.79479  -0.068
21 O -4.01201 -1.24876 -2.86374  -0.066
22 O -2.29641 -0.23372 -2.53181  -0.084

Computed properties:
Max |F|: 7.32 eV/A
Total charge: -1
Frontier orbital gap: 0.104 Eh

=====

# 12
Formula: C6H9N2OP
Source: the Open Molecules 2025 dataset
Level of theory: ωB97M-V with the def2-TZVPD basis set

Each line ends with the Löwdin charge.
Element x y z (Å)
1 C 3.13284 -0.09087 0.56186  -0.093
2 C 2.60221 -0.50980 -0.71111  -0.086
3 C 2.27888 0.63367 1.38746  -0.117
4 C 1.31815 -0.17498 -1.07088  -0.037
5 C 0.95473 0.90020 1.04081  -0.082
6 C 0.43549 0.47505 -0.16160  -0.507
7 N -2.98802 -0.79964 -0.79213  -0.202
8 N -3.13679 0.77960 1.20029  -0.241
9 O -0.77825 0.80159 -0.58206  -0.247
10 P -2.19810 -0.42320 0.72869  0.926
11 H 4.09541 -0.37907 0.95006  0.085
12 H 3.25123 -1.14680 -1.18452  0.064
13 H 2.62338 0.97458 2.36461  0.097
14 H 0.79155 -0.57104 -1.98537  0.123
15 H 0.46284 1.57231 1.72277  0.096
16 H -2.61910 -0.09196 -1.47330  0.045
17 H -2.88308 -1.69471 -1.19688  0.002
18 H -3.31936 1.46884 0.37993  0.110
19 H -2.84543 1.25613 2.07937  0.064

Computed properties:
Max |F|: 4.13 eV/A
Total charge: 0
Frontier orbital gap: 0.280 Eh

=====

# 13
Formula: C6H9N2OS2
Source: the Open Molecules 2025 dataset
Level of theory: ωB97M-V with the def2-TZVPD basis set

Each line ends with the Löwdin charge.
Element x y z (Å)
1 C 0.65978 2.30938 -0.81375  -1.044
2 C 0.40904 1.43650 4.40510  -0.920
3 C 0.54520 1.06660 1.04198  -0.193
4 C 0.00146 0.19460 -0.15007  -0.583
5 C -1.54663 -0.24501 -0.00432  -0.044
6 C 0.93475 -0.93445 -0.44407  -0.088
7 N 0.97107 2.24197 0.46607  -0.020
8 N 0.08086 1.13485 -1.21782  -0.018
9 O 0.77813 2.54323 4.17598  0.055
10 S 0.19148 0.00819 4.87285  0.784
11 S 0.97229 3.46601 -1.89447  0.415
12 H -0.02566 1.26116 1.93789  -0.003
13 H -1.79177 -0.96282 -0.82905  0.057
14 H -2.27620 0.64171 -0.32130  0.101
15 H -1.71547 -0.58964 0.97690  0.027
16 H 0.78121 -1.12753 -1.49459  0.065
17 H 0.82874 -1.72035 0.28527  0.060
18 H 1.92797 -0.53704 -0.15042  0.074
19 H 1.23525 3.00353 1.07449  0.133
20 H -0.62183 1.28040 -2.02274  0.144

Computed properties:
Max |F|: 5.47 eV/A
Total charge: -1
Frontier orbital gap: 0.143 Eh